This record from the Open Molecules 2025 dataset describes one molecule with the formula C6H9NS. The level of theory is ωB97M-V with the def2-TZVPD basis set.

CARTESIAN COORDINATES (ANGSTROEM)
C (1.55, -0.49, -0.33)
C (0.26, 0.17, -0.51)
C (-0.95, -0.81, -0.88)
C (-2.22, -0.22, -0.17)
C (-1.82, 0.63, 0.76)
C (-0.44, 0.93, 0.64)
H (2.47, 0.42, 1.37)
H (2.67, 1.01, -0.02)
H (1.16, -1.23, 0.46)
H (1.95, -0.91, -1.28)
H (-0.91, -1.08, -2.08)
H (-0.76, -1.72, -0.37)
H (-3.17, -0.69, -0.25)
H (-2.51, 0.91, 1.65)
H (0.17, 1.04, 1.47)
N (2.57, 0.15, 0.35)
S (-0.03, 1.89, -0.81)

E_HOMO ... -8.72 eV
Energy above the lowest of the compared OMol25 structures with the same formula, charge and spin ... 267.9 kJ/mol
HOMO-LUMO gap ... 9.561 eV
SMILES string ... NC[C@@]12CC=C[C@@H]1S2